No. 1
The following is a DFT calculation (wB97M-V/def2-TZVPD) of C4H8NO2 as an isolated structure at a distorted geometry.

Its net charge is -1. Its LUMO energy is 3.49 eV. Its relative energy (zero: lowest compared OMol25 entry of this formula, charge and spin) is 137.5 kcal per mole. The calculation puts the molar mass at 102.11 g/mol. The calculation puts the calculated total energy at -9858.824 eV.

Positions of all 15 atoms, in Å:
C  1.602  1.904  0.230
C  0.567  0.811  -0.070
N  0.369  -0.116  0.808
C  -0.123  -1.361  0.206
C  -1.687  -1.503  0.017
O  -1.934  -2.663  -0.636
O  0.065  1.014  -1.341
H  1.486  2.591  -0.614
H  2.639  1.549  0.173
H  1.412  2.421  1.183
H  -0.515  1.365  -0.402
H  0.208  -1.394  -0.844
H  0.132  -2.332  0.622
H  -2.072  -1.707  1.060
H  -2.148  -0.577  -0.391

No. 2
The following is a DFT calculation (wB97M-V/def2-TZVPD) of an isolated ion of composition C4H8NO2 and charge -1 at a distorted geometry.

Its net charge is -1. Its LUMO energy is 4.15 eV. Its relative energy (zero: lowest compared OMol25 entry of this formula, charge and spin) is 55.5 kcal per mole. The calculation puts the molar mass at 102.11 g/mol. The calculation puts the calculated total energy at -9862.381 eV. The SMILES is NCCCC(=O)[O-].

Positions of all 15 atoms, in Å:
N  -1.845  -1.014  -0.950
C  -0.840  -1.104  0.053
C  -0.340  0.381  0.439
C  0.890  0.629  -0.321
C  2.063  0.936  0.687
O  1.708  0.577  1.832
O  2.975  1.526  0.132
H  -1.717  -0.677  -1.869
H  -2.565  -0.408  -0.710
H  -0.170  -1.937  -0.201
H  -1.241  -1.378  1.043
H  -1.148  1.081  0.402
H  -0.070  0.395  1.541
H  1.462  -0.285  -0.903
H  0.839  1.278  -1.174

No. 3
The following is a DFT calculation (wB97M-V/def2-TZVPD) of the molecule C4H8NO2 at a distorted geometry.

Its LUMO energy (alpha / beta) is 0.36 / 0.05 eV. Its relative energy (zero: lowest compared OMol25 entry of this formula, charge and spin) is 45.0 kcal per mole. The spin multiplicity is 2. The calculation puts the molar mass at 102.11 g/mol. The calculation puts the calculated total energy at -9859.270 eV.

Positions of all 15 atoms, in Å:
O  1.892  -1.573  -0.915
C  1.498  -0.490  -0.358
C  0.028  -0.315  -0.159
C  -0.342  0.560  1.030
C  -1.144  1.804  0.737
O  -1.469  2.133  -0.372
N  -0.473  -1.741  -0.040
H  2.139  0.356  -0.081
H  -0.473  0.133  -1.032
H  -0.765  -0.029  1.846
H  0.585  0.884  1.538
H  -1.379  2.416  1.625
H  0.271  -2.224  0.484
H  -1.355  -1.809  0.463
H  -0.473  -2.209  -0.948

No. 4
The following is a DFT calculation (wB97M-V/def2-TZVPD) of the molecule C4H8NO2 at a distorted geometry.

Its LUMO energy (alpha / beta) is 0.49 / -2.50 eV. Its relative energy (zero: lowest compared OMol25 entry of this formula, charge and spin) is 44.9 kcal per mole. The spin multiplicity is 2. The calculation puts the molar mass at 102.11 g/mol. The calculation puts the calculated total energy at -9859.276 eV.

Positions of all 15 atoms, in Å:
O  -1.698  -0.662  -0.941
C  -0.722  -0.402  -0.299
N  0.244  -1.397  -0.001
C  1.754  -1.859  -0.159
O  2.034  -3.046  0.009
C  -0.695  0.837  0.578
C  -0.762  2.170  -0.204
H  -0.246  -2.208  0.367
H  1.852  -1.437  -1.190
H  2.177  -1.086  0.513
H  0.114  0.815  1.311
H  -1.630  0.822  1.138
H  -1.167  2.928  0.470
H  0.206  2.483  -0.566
H  -1.462  2.041  -1.023

No. 5
The following is a DFT calculation (wB97M-V/def2-TZVPD) of C4H8NO2 as an isolated structure at a distorted geometry.

Its LUMO energy (alpha / beta) is 0.68 / -3.29 eV. Its relative energy (zero: lowest compared OMol25 entry of this formula, charge and spin) is 49.7 kcal per mole. The spin multiplicity is 2. The calculation puts the molar mass at 102.11 g/mol. The calculation puts the calculated total energy at -9859.065 eV.

Positions of all 15 atoms, in Å:
O  1.783  -1.017  0.652
C  0.926  -0.305  0.131
N  1.109  0.513  -0.896
C  -0.026  1.538  -2.149
O  0.753  2.286  -2.735
C  -0.499  -0.409  0.714
C  -0.605  -1.134  2.041
H  1.741  0.336  -1.669
H  -0.262  0.568  -2.643
H  -0.817  1.873  -1.481
H  -1.022  -0.980  -0.065
H  -0.935  0.584  0.833
H  -1.551  -1.690  2.034
H  0.194  -1.764  2.396
H  -0.789  -0.397  2.836

No. 6
The following is a DFT calculation (wB97M-V/def2-TZVPD) of the molecule C4H8NO2 at a distorted geometry.

Its LUMO energy (alpha / beta) is 0.83 / -3.15 eV. Its relative energy (zero: lowest compared OMol25 entry of this formula, charge and spin) is 11.9 kcal per mole. The spin multiplicity is 2. The calculation puts the molar mass at 102.11 g/mol. The calculation puts the calculated total energy at -9860.709 eV.

Positions of all 15 atoms, in Å:
C  -0.481  -0.312  -0.007
N  -0.140  -0.698  1.337
C  0.313  -1.870  2.011
O  0.667  -1.797  3.158
O  0.319  -2.886  1.218
C  0.309  0.933  -0.423
C  0.062  1.278  -1.884
H  -0.355  -1.126  -0.734
H  -1.568  -0.102  -0.112
H  -0.233  -0.084  2.144
H  1.375  0.858  -0.189
H  -0.084  1.748  0.205
H  0.005  2.342  -2.062
H  -0.988  0.968  -2.141
H  0.799  0.748  -2.522

No. 7
The following is a DFT calculation (wB97M-V/def2-TZVPD) of an isolated ion of composition C4H8NO2 and charge +1 at a distorted geometry.

Its net charge is +1. Its LUMO energy is -4.10 eV. Its relative energy (zero: lowest compared OMol25 entry of this formula, charge and spin) is 103.7 kcal per mole. The calculation puts the molar mass at 102.11 g/mol. The calculation puts the calculated total energy at -9851.834 eV.

Positions of all 15 atoms, in Å:
C  0.859  1.131  1.251
C  -0.171  0.822  0.173
C  -1.609  -2.377  -1.490
C  -1.073  -1.208  -0.828
N  2.201  1.222  0.652
O  -0.556  -0.624  0.077
O  -1.580  -0.937  -1.955
H  0.360  1.876  1.864
H  1.016  0.332  1.889
H  -1.222  1.165  0.447
H  0.121  1.348  -0.694
H  -0.999  -3.134  -1.857
H  -2.650  -2.689  -1.492
H  2.602  2.128  0.484
H  2.701  0.944  1.479

No. 8
The following is a DFT calculation (wB97M-V/def2-TZVPD) of an isolated ion of composition C4H8NO2 and charge +1 at a distorted geometry.

Its net charge is +1. Its LUMO energy is -4.39 eV. Its relative energy (zero: lowest compared OMol25 entry of this formula, charge and spin) is 39.9 kcal per mole. The calculation puts the molar mass at 102.11 g/mol. The calculation puts the calculated total energy at -9854.601 eV. The SMILES is [NH3+][C@H](C=O)CC=O.

Positions of all 15 atoms, in Å:
N  -0.341  1.301  1.071
C  0.326  0.230  0.316
C  1.046  0.978  -0.764
O  0.485  1.944  -1.241
C  -0.683  -0.826  -0.182
C  0.032  -2.033  -0.620
O  1.129  -2.272  -0.207
H  -0.166  1.308  2.074
H  -0.057  2.199  0.522
H  -1.361  1.199  0.986
H  1.011  -0.228  1.001
H  1.876  0.500  -1.255
H  -1.394  -1.107  0.569
H  -1.340  -0.496  -0.998
H  -0.563  -2.697  -1.270

No. 9
The following is a DFT calculation (wB97M-V/def2-TZVPD) of an isolated ion of composition C4H8NO2 and charge +1 at a distorted geometry.

Its net charge is +1. Its LUMO energy is -5.56 eV. Its relative energy (zero: lowest compared OMol25 entry of this formula, charge and spin) is 44.7 kcal per mole. The calculation puts the molar mass at 102.11 g/mol. The calculation puts the calculated total energy at -9854.393 eV. The SMILES is C=CC(=[NH2+])C(O)O.

Positions of all 15 atoms, in Å:
C  -0.777  2.185  -0.213
C  -0.364  1.086  -0.889
C  0.306  -0.143  -0.446
N  0.953  -0.958  -1.248
C  0.264  -0.628  0.960
O  0.815  -1.911  1.125
O  -1.048  -0.672  1.382
H  -1.487  3.052  -0.602
H  -0.338  2.519  0.796
H  -0.735  0.822  -1.891
H  1.277  -1.836  -0.916
H  1.025  -0.764  -2.316
H  0.758  0.133  1.558
H  1.021  -1.988  2.032
H  -1.547  -1.207  0.758

No. 10
The following is a DFT calculation (wB97M-V/def2-TZVPD) of a 2-piece molecular cluster, C4H8NO2 overall at a distorted geometry.

Its net charge is +1. Its LUMO energy (alpha / beta) is -6.02 / -6.02 eV. Its relative energy (zero: lowest compared OMol25 entry of this formula, charge and spin) is 108.7 kcal per mole. The calculation puts the molar mass at 102.11 g/mol. The calculation puts the calculated total energy at -9851.617 eV.

Positions of all 15 atoms, in Å:
C  1.432  1.499  -0.111
C  -1.163  2.073  0.005
C  0.087  1.440  -0.051
C  -0.801  -1.666  -0.283
N  -0.588  -0.617  0.680
O  -2.260  1.586  0.194
O  2.320  0.514  0.203
H  1.969  2.440  -0.291
H  -1.077  3.114  -0.154
H  0.119  -2.211  -0.666
H  -1.281  -2.630  0.153
H  -1.511  -1.427  -1.062
H  -0.008  -0.991  1.474
H  -1.499  -0.060  1.037
H  3.262  0.780  0.148

No. 11
The following is a DFT calculation (wB97M-V/def2-TZVPD) of an isolated ion of composition C4H8NO2 and charge +1 at a distorted geometry.

Its net charge is +1. Its LUMO energy is -3.99 eV. Its relative energy (zero: lowest compared OMol25 entry of this formula, charge and spin) is 29.7 kcal per mole. The calculation puts the molar mass at 102.11 g/mol. The calculation puts the calculated total energy at -9855.042 eV. The SMILES is [NH3+][C@H](C=O)CC=O.

Positions of all 15 atoms, in Å:
N  -0.377  -1.510  -0.235
C  0.227  -0.150  -0.393
C  1.740  -0.371  -0.567
O  2.104  -1.463  -0.888
C  -0.085  0.840  0.753
C  -1.259  1.744  0.388
O  -1.962  1.505  -0.553
H  -0.905  -1.612  0.640
H  -1.048  -1.691  -0.992
H  0.350  -2.229  -0.326
H  -0.230  0.253  -1.297
H  2.377  0.490  -0.356
H  -0.381  0.277  1.650
H  0.829  1.340  1.070
H  -1.381  2.578  1.107

No. 12
The following is a DFT calculation (wB97M-V/def2-TZVPD) of an isolated ion of composition C4H8NO2 and charge +1 at a distorted geometry.

Its net charge is +1. Its LUMO energy is -4.67 eV. Its relative energy (zero: lowest compared OMol25 entry of this formula, charge and spin) is 61.9 kcal per mole. The calculation puts the molar mass at 102.11 g/mol. The calculation puts the calculated total energy at -9853.645 eV. The SMILES is C[NH2+]/C(C=O)=C\O.

Positions of all 15 atoms, in Å:
C  0.801  -1.532  -0.442
N  -0.230  -0.907  0.447
C  -0.633  0.657  -0.044
C  -2.005  0.894  -0.072
O  -2.820  0.041  -0.407
C  0.450  1.474  0.057
O  1.638  0.847  0.335
H  1.754  -1.457  0.003
H  0.684  -2.584  -0.565
H  0.764  -1.077  -1.351
H  0.075  -0.737  1.382
H  -0.990  -1.571  0.499
H  -2.229  1.997  -0.037
H  0.424  2.510  -0.043
H  2.316  1.447  0.237

Please write out number 1 again, unchanged.
The following is a DFT calculation (wB97M-V/def2-TZVPD) of C4H8NO2 as an isolated structure at a distorted geometry.

Its net charge is -1. Its LUMO energy is 3.49 eV. Its relative energy (zero: lowest compared OMol25 entry of this formula, charge and spin) is 137.5 kcal per mole. The calculation puts the molar mass at 102.11 g/mol. The calculation puts the calculated total energy at -9858.824 eV.

Positions of all 15 atoms, in Å:
C  1.602  1.904  0.230
C  0.567  0.811  -0.070
N  0.369  -0.116  0.808
C  -0.123  -1.361  0.206
C  -1.687  -1.503  0.017
O  -1.934  -2.663  -0.636
O  0.065  1.014  -1.341
H  1.486  2.591  -0.614
H  2.639  1.549  0.173
H  1.412  2.421  1.183
H  -0.515  1.365  -0.402
H  0.208  -1.394  -0.844
H  0.132  -2.332  0.622
H  -2.072  -1.707  1.060
H  -2.148  -0.577  -0.391

Which formula does entry 7 have? C4H8NO2

Number 5 is which compound? C4H8NO2